1.
DFT (wB97M-V/def2-TZVPD) results for an isolated ion of composition C9H9BClN2O and charge +1.

Atoms and positions in Å:
N -2.60689 1.43834 -1.15571
B -1.23514 1.91677 -0.95438
O -0.76389 2.96828 -1.66560
C -0.31438 1.15213 0.13291
C 0.02806 1.72033 1.31603
N 0.76595 1.05491 2.26148
C 1.17783 -0.18131 2.05807
C 0.90962 -0.84501 0.87168
C 1.36364 -2.16211 0.64541
C 1.08770 -2.81493 -0.51621
C 0.32235 -2.16503 -1.49717
Cl -0.04725 -2.96897 -2.95306
C -0.12811 -0.88274 -1.31001
C 0.14252 -0.18342 -0.12852
H -2.90223 0.98483 -0.29303
H -2.62963 0.68041 -1.83564
H -0.28633 3.62304 -1.14734
H -0.27406 2.71763 1.58760
H 0.97070 1.52983 3.12892
H 1.73472 -0.65005 2.85573
H 1.95166 -2.67215 1.39493
H 1.42603 -3.82251 -0.68479
H -0.69288 -0.43824 -2.11129

Calculated values
- HOMO-LUMO gap (eV) = 8.37
- HOMO energy (eV) = -13.156
- total charge = +1
- 2S+1 = 1
- DFT total energy (eV) = -27701.5528

Atomic partial charges in e from the Mulliken method, atoms 1 to 5: -0.620, 0.448, -0.510, 0.244, -0.481

=====

2.
DFT (wB97M-V/def2-TZVPD) results for C9H9Br12N as an isolated structure.

Atoms and positions in Å:
C 13.53066 10.58938 10.03554
Br 14.65970 10.33697 11.54551
Br 11.70167 10.12563 10.40591
Br 14.28834 9.84423 8.42256
H 13.49776 11.73232 9.88407
C 15.20807 5.15769 11.47914
Br 15.28137 6.32512 10.03013
Br 15.82435 5.93837 13.12964
Br 16.32307 3.53232 11.09408
H 14.23242 4.84503 11.60896
C 5.59326 6.07058 9.13243
Br 4.41496 7.53133 9.46401
Br 5.87088 5.73121 7.33481
Br 5.07916 4.51769 10.19660
H 6.51569 6.42138 9.61462
C 9.68675 5.93276 10.34001
Br 11.47457 6.22676 10.85765
Br 9.55123 4.51995 9.04055
Br 8.95743 7.48591 9.58350
H 9.15556 5.70189 11.22409
N 8.72585 9.88906 5.98985
C 8.83714 8.57930 5.85271
C 10.13973 7.94911 5.83296
C 11.27479 8.79948 5.93273
C 11.10217 10.14613 6.22368
C 9.81908 10.67203 6.19565
H 7.96822 7.93426 5.82625
H 10.13161 6.91029 5.55376
H 12.29327 8.41831 5.84987
H 11.95344 10.82945 6.52874
H 9.66844 11.74572 6.20625

Calculated values
- HOMO-LUMO gap (eV) = 9.29
- HOMO energy (eV) = -9.530
- 2S+1 = 1
- DFT total energy (eV) = -851476.6041

Atomic partial charges in e from the Mulliken method, atoms 1 to 5: -0.281, -0.020, -0.002, -0.056, 0.337

=====

3.
DFT (wB97M-V/def2-TZVPD) results for C9H9Cl5O3PS3SbSr as an isolated structure.

Atoms and positions in Å:
Sr -1.12336 -1.48083 0.11699
S 1.69708 -5.80489 1.12315
Sb -0.35258 -4.80583 1.21274
S -1.16260 -4.12921 -0.90949
S -0.35221 -2.83047 2.51727
Cl -3.15858 0.25665 1.87099
C -3.09863 1.28119 0.42530
C -2.32168 0.82961 -0.62043
C -2.32088 1.64845 -1.73322
Cl -1.37521 1.13941 -3.12366
C -3.02483 2.84738 -1.81579
Cl -2.97399 3.83092 -3.23527
C -3.78602 3.25652 -0.71937
Cl -4.66954 4.73684 -0.78017
C -3.83255 2.46256 0.42490
Cl -4.77473 2.95132 1.78524
C 1.47809 2.02946 -1.06672
O 2.16301 0.78891 -1.26571
P 1.88960 -0.36169 -0.17584
O 2.60878 0.34471 1.09511
C 2.71718 -0.41924 2.30559
O 2.95762 -1.42685 -0.70903
C 2.69845 -2.82422 -0.42011
H 2.00909 2.63464 -0.33209
H 0.44993 1.86678 -0.73008
H 1.45299 2.53879 -2.02626
H 3.61479 -1.03758 2.26941
H 1.84559 -1.06018 2.46155
H 2.79740 0.28932 3.12676
H 3.54441 -3.38135 -0.81036
H 1.78812 -3.16942 -0.91275
H 2.61524 -3.00170 0.65135

Calculated values
- HOMO-LUMO gap (spin up / spin down) (eV) = 6.67 / 6.35
- energy above the lowest of the compared OMol25 structures with the same formula, charge and spin (kcal per mole) = 7.4
- HOMO energy (spin up / spin down) (eV) = -4.493 / -5.230
- total charge = -1
- 2S+1 = 2
- DFT total energy (eV) = -127407.6295
- <S²> = 0.76

Atomic partial charges in e from the Mulliken method, atoms 1 to 5: 1.434, -0.616, 0.697, -0.782, -0.780

=====

4.
DFT (wB97M-V/def2-TZVPD) results for one molecule with the formula C9H9ClN2O2S.

Atoms and positions in Å:
C 0.79866 2.08708 -0.61278
C 1.16663 1.00389 0.09080
C -2.82039 1.37722 -0.79186
C -3.41042 0.30940 -0.24770
C -0.55078 2.35958 -1.06489
C -0.91257 0.30675 0.16559
C 3.05292 -0.41331 -0.57405
C -5.40428 -0.82161 0.38101
C 2.60118 0.58087 0.52991
N 0.23531 0.08627 0.48499
N -1.41724 1.36702 -0.59239
O -0.92792 3.20863 -1.76914
O -4.75185 0.22730 -0.24101
S -2.25930 -0.73451 0.58043
Cl -3.59460 2.59776 -1.59090
H 1.46354 2.70307 -1.15277
H 2.37706 -1.36228 -0.66990
H 4.06225 -0.69433 -0.52734
H 2.92798 0.07377 -1.52612
H -6.46413 -0.63698 0.32369
H -5.28567 -0.79409 1.36990
H -5.18823 -1.76840 -0.02744
H 3.33096 1.31557 0.61804
H 2.52462 -0.01455 1.40969

Calculated values
- HOMO-LUMO gap (eV) = 8.55
- energy above the lowest of the compared OMol25 structures with the same formula, charge and spin (kcal per mole) = 0.0
- HOMO energy (eV) = -8.007
- 2S+1 = 1
- DFT total energy (eV) = -39909.9863

Atomic partial charges in e from the Mulliken method, atoms 1 to 5: -0.964, 0.652, 0.172, 0.309, 0.651

=====

5.
DFT (wB97M-V/def2-TZVPD) results for a 2-piece molecular cluster, C9H9ClNO2 overall.

Atoms and positions in Å:
C -0.94990 2.33125 -1.47997
C -0.58654 1.25835 -0.62443
C -1.29039 2.01998 -2.76267
C -0.20630 -1.24995 -0.32293
C -0.05608 -1.30142 0.97700
C 1.26151 3.84555 3.15625
C -0.92464 -0.23128 -2.66085
C -0.41950 -0.03221 -1.18794
C 0.35285 -2.51403 1.72939
N -1.26310 0.74150 -3.38221
O 0.53849 4.46282 2.47600
O 2.27682 3.86784 3.72721
Cl 0.32364 1.85278 3.26733
H -0.78108 3.34835 -1.13512
H -0.20443 1.34243 0.31771
H -1.50219 2.79660 -3.48445
H -0.24404 -2.11642 -0.96266
H -0.10743 -0.43509 1.71710
H -0.87034 -1.15957 -3.22474
H 1.26719 -2.40128 2.22755
H -0.27338 -2.83352 2.59439
H 0.41124 -3.11372 0.83791

Calculated values
- HOMO-LUMO gap (eV) = 8.36
- energy above the lowest of the compared OMol25 structures with the same formula, charge and spin (kcal per mole) = 0.0
- HOMO energy (eV) = -5.305
- total charge = -1
- 2S+1 = 1
- DFT total energy (eV) = -27587.2885

Atomic partial charges in e from the Mulliken method, atoms 1 to 5: -0.538, -0.303, -0.165, -0.367, 0.492

=====

6.
DFT (wB97M-V/def2-TZVPD) results for a 2-piece molecular cluster, C9H9IO overall.

Atoms and positions in Å:
C 0.92060 2.70551 0.15483
C 1.65572 1.50595 0.17325
C -0.49992 2.68040 0.00623
C 0.97327 0.33165 -0.04337
C -1.11123 1.48780 -0.41634
C -0.37603 0.34943 -0.44151
C -1.22830 -3.24917 -0.78876
C -0.47018 -2.22156 -0.48458
C -1.10856 -0.90422 -0.75420
O -2.28685 -0.84880 -1.06515
I -1.22034 -0.72998 2.93713
H 1.49023 3.60269 0.47907
H 2.64011 1.74275 0.36936
H -1.05683 3.51519 0.09914
H 1.66298 -0.46019 0.10423
H -2.08484 1.49878 -0.63792
H -0.92210 -4.18476 -0.45088
H -2.10886 -2.94116 -1.40261
H 0.37282 -2.24435 0.11273
H 0.06539 0.01251 3.50654

Calculated values
- HOMO-LUMO gap (eV) = 9.27
- energy above the lowest of the compared OMol25 structures with the same formula, charge and spin (kcal per mole) = 13.8
- HOMO energy (eV) = -9.388
- 2S+1 = 1
- DFT total energy (eV) = -19625.0310

Atomic partial charges in e from the Mulliken method, atoms 1 to 5: -0.297, -0.942, -0.788, -0.247, -0.434

=====

7.
DFT (wB97M-V/def2-TZVPD) results for one molecule with the formula C9H9N.

Atoms and positions in Å:
C -1.87942 0.30483 0.80082
C -0.73212 -0.32359 1.23821
C 2.19776 -0.24598 -1.34194
C 1.49213 0.55816 -2.31991
C 1.48411 -0.71075 -0.17903
C 0.14681 0.76634 -2.10569
C 0.22724 -0.20981 0.15791
C -0.45101 0.46910 -0.88426
N -1.76554 0.80640 -0.51201
C -0.60342 -0.71412 2.68601
H -2.77870 0.28915 1.43802
H 3.21251 -0.33696 -1.40962
H 2.06069 0.94777 -3.16446
H 1.91728 -1.40249 0.52021
H -0.42641 1.28763 -2.87421
H -2.50918 1.13646 -1.07614
H -0.07627 -0.01771 3.21581
H -1.55543 -1.00046 3.14950
H 0.03898 -1.60398 2.66077

Calculated values
- HOMO-LUMO gap (eV) = 8.78
- energy above the lowest of the compared OMol25 structures with the same formula, charge and spin (kcal per mole) = 0.0
- HOMO energy (eV) = -7.781
- 2S+1 = 1
- DFT total energy (eV) = -10968.4401

Atomic partial charges in e from the Mulliken method, atoms 1 to 5: -0.618, 0.429, -0.723, -0.423, -0.390

=====

8.
DFT (wB97M-V/def2-TZVPD) results for C9H9N2O as an isolated structure.

Atoms and positions in Å:
C -2.44771 -0.20434 -2.48069
C 3.23681 0.61271 1.11610
C -1.40572 -1.07350 -2.14916
C -2.91251 0.68401 -1.48366
C 2.02262 0.68238 0.40851
C 3.01402 0.02375 2.33839
C -0.93452 -1.09092 -0.90642
C -2.22110 0.73337 -0.24079
C 1.10197 0.11729 1.25886
N 1.65861 -0.14597 2.45671
N -1.29033 -0.20526 0.03705
O -0.69303 -0.07322 1.19960
H -2.72310 -0.18941 -3.56042
H 4.25834 0.99169 0.78143
H -0.95360 -1.81643 -2.69345
H -3.70405 1.13513 -1.88563
H 1.75017 1.06038 -0.53209
H 3.62333 -0.34088 3.19112
H -0.16178 -1.80268 -0.63942
H -2.46900 1.46210 0.53502
H 1.25057 -0.56018 3.24893

Calculated values
- HOMO-LUMO gap (eV) = 7.65
- energy above the lowest of the compared OMol25 structures with the same formula, charge and spin (kcal per mole) = 91.5
- HOMO energy (eV) = -12.329
- total charge = +1
- 2S+1 = 1
- DFT total energy (eV) = -14495.2440

Atomic partial charges in e from the Mulliken method, atoms 1 to 5: -0.046, -0.603, -0.680, -0.717, -0.264

=====

Molecular weight for every record listed, in sequence, given in g/mol: 207.4, 1090.0, 679.0, 244.7, 198.6, 260.1, 131.2, 161.2.